Formula: C39H88N4O7
Source: the OMol25 dataset
Level of theory: ωB97M-V/def2-TZVPD

Last column: Mulliken charge in e.
Geometry (Å):
1 C 3.4976 5.2396 0.0808  -1.412
2 C 3.2624 3.7215 0.1507  2.045
3 C 3.3603 3.0798 -1.2065  -1.949
4 C 4.2463 3.0706 1.0582  -1.244
5 C 4.0754 3.4066 2.4925  -0.831
6 C 2.6959 2.9496 2.9290  -0.541
7 C 1.5890 3.5591 2.0936  2.065
8 C 0.2379 2.8496 2.3992  -1.754
9 C 1.4519 5.0287 2.5369  -1.965
10 N 1.8780 3.2755 0.6600  1.123
11 O 0.9361 3.9220 -0.1822  -0.535
12 H 3.3765 5.7793 1.0238  0.289
13 H 4.4463 5.5766 -0.3126  0.421
14 H 2.6851 5.6393 -0.5819  0.206
15 H 4.3824 3.1380 -1.6758  0.412
16 H 2.9891 2.0116 -1.1689  0.165
17 H 2.6892 3.5463 -1.9207  0.265
18 H 4.2868 2.0001 0.9308  0.047
19 H 5.2023 3.4374 0.6464  0.614
20 H 4.8284 2.9242 3.1594  0.408
21 H 4.1232 4.4779 2.6717  0.431
22 H 2.4794 3.2071 3.9564  0.705
23 H 2.6579 1.8435 2.8497  -0.668
24 H -0.6409 3.4014 1.9781  0.201
25 H 0.0691 2.8722 3.4769  0.654
26 H 0.1638 1.8319 1.9900  -0.141
27 H 0.8045 5.0601 3.4039  0.555
28 H 0.8758 5.5565 1.7798  0.247
29 H 2.3662 5.4945 2.7839  0.401
30 H 0.3657 3.2033 -0.4816  -0.116
31 C -0.0602 0.7414 -4.2904  -1.616
32 C -0.4697 2.1739 -4.1548  1.772
33 C 0.8223 3.0419 -4.2701  -1.570
34 C -1.4251 2.5032 -5.3617  -1.367
35 C -2.1690 3.8679 -5.1829  -0.876
36 C -2.8816 3.8063 -3.8157  -1.209
37 C -1.9820 3.6229 -2.5878  1.354
38 C -1.2455 4.9022 -2.2490  -1.884
39 C -2.9737 3.3685 -1.4250  -1.416
40 N -1.2446 2.4132 -2.9134  -0.272
41 O -0.4520 2.0211 -1.8207  2.854
42 H 0.6205 0.3878 -3.5025  0.188
43 H -0.8968 0.0437 -4.1873  -0.203
44 H 0.4039 0.5474 -5.2687  0.613
45 H 0.6677 4.0477 -4.6321  0.278
46 H 1.1521 3.1271 -3.2535  -0.082
47 H 1.5735 2.4844 -4.8277  0.490
48 H -0.7907 2.5795 -6.2409  0.413
49 H -2.1701 1.7354 -5.5736  0.354
50 H -1.4713 4.6937 -5.3464  0.324
51 H -2.8539 4.0472 -5.9853  0.524
52 H -3.4881 2.9159 -3.8871  0.363
53 H -3.5116 4.6895 -3.7481  0.456
54 H -1.8320 5.7844 -2.3214  0.409
55 H -0.3873 5.1350 -2.8085  0.444
56 H -0.8836 4.8922 -1.2422  0.292
57 H -3.7165 2.6370 -1.7549  0.307
58 H -3.5205 4.2467 -1.1274  0.479
59 H -2.2791 3.0581 -0.6341  -0.102
60 H -0.8475 1.1879 -1.5629  -0.552
61 C -0.7735 -3.9515 6.8606  -1.810
62 C -0.0948 -3.9227 5.4460  1.574
63 C 0.9056 -5.1117 5.2463  -1.519
64 C -1.1931 -3.9052 4.3600  -1.427
65 C -0.6809 -3.6309 2.9917  -0.287
66 C 0.0014 -2.2791 2.8667  -0.189
67 C 1.1292 -2.1610 3.9219  1.798
68 C 2.3770 -2.9396 3.3977  -1.269
69 C 1.4842 -0.6468 4.0542  -1.671
70 N 0.5515 -2.5956 5.2534  0.130
71 O 1.4813 -2.3149 6.2253  -0.484
72 H -0.0044 -3.9096 7.6209  0.402
73 H -1.4250 -3.0850 7.0020  0.410
74 H -1.3826 -4.9753 6.9251  0.313
75 H 1.1563 -5.3751 4.2085  0.294
76 H 1.8785 -4.8968 5.6406  0.293
77 H 0.6538 -6.0218 5.7472  0.464
78 H -1.6347 -4.8924 4.3445  0.445
79 H -1.9432 -3.1521 4.6682  0.266
80 H -0.0481 -4.4171 2.6035  0.294
81 H -1.5572 -3.6288 2.3445  0.088
82 H -0.7579 -1.4961 3.0327  0.286
83 H 0.3785 -2.0314 1.8660  -0.566
84 H 3.0347 -2.1620 3.0237  0.171
85 H 2.1143 -3.7252 2.6653  0.227
86 H 2.9363 -3.3912 4.1494  0.307
87 H 2.4821 -0.4600 4.4868  0.370
88 H 0.7302 -0.0718 4.6200  0.435
89 H 1.4659 -0.2499 3.0394  0.197
90 H 2.1782 -2.9346 6.0111  0.424
91 C -4.5639 -1.3785 -1.6944  -1.703
92 C -3.8909 -2.6231 -2.3864  1.607
93 C -4.9745 -3.7523 -2.4018  -1.798
94 C -3.3812 -2.2497 -3.8020  -0.640
95 C -2.4916 -3.2191 -4.4884  -0.831
96 C -1.3398 -3.4336 -3.5887  -1.081
97 C -1.6519 -3.8985 -2.1661  1.448
98 C -2.0710 -5.4167 -2.1615  -1.583
99 C -0.3246 -3.6251 -1.3596  -1.894
100 N -2.6639 -2.9601 -1.6190  1.324
101 O -3.0565 -3.4240 -0.3707  -0.661
102 H -4.7404 -1.5732 -0.6505  0.417
103 H -3.9252 -0.4988 -1.8032  -0.024
104 H -5.5097 -1.1840 -2.1082  0.579
105 H -4.7374 -4.6454 -2.9731  0.330
106 H -5.2957 -4.0730 -1.4133  0.400
107 H -5.8573 -3.4088 -2.9463  0.499
108 H -4.2383 -2.0874 -4.4851  0.465
109 H -2.7936 -1.3293 -3.6785  -0.470
110 H -3.1033 -4.1125 -4.5618  0.386
111 H -2.2297 -2.8559 -5.4512  0.500
112 H -0.8473 -2.4797 -3.4042  0.127
113 H -0.6111 -4.1420 -4.0189  0.532
114 H -1.2276 -5.9546 -2.6786  0.402
115 H -2.9467 -5.5928 -2.8502  0.296
116 H -2.2088 -5.8318 -1.1698  0.418
117 H -0.0691 -2.5850 -1.3623  0.143
118 H 0.4935 -4.2229 -1.7080  0.508
119 H -0.4915 -3.7269 -0.2745  0.232
120 H -3.5141 -4.2413 -0.5038  0.267
121 C -1.9887 -0.1167 0.3272  -0.010
122 O -1.4444 -0.1899 -0.9860  -0.335
123 H -1.2026 -0.0145 1.0785  -0.623
124 H -2.6024 0.7949 0.5027  0.330
125 H -2.5605 -0.9762 0.5692  0.339
126 H -1.7429 -1.0851 -1.3040  -0.396
127 C 5.5591 -0.8692 1.1265  -0.527
128 O 4.8173 -0.2913 2.1699  -0.553
129 H 5.1674 -0.5470 0.1282  0.184
130 H 6.5619 -0.5155 1.3089  0.306
131 H 5.5047 -1.9669 1.0911  0.201
132 H 3.8968 -0.0533 1.8897  -0.099
133 C 1.8835 -0.4864 -0.1761  -0.971
134 O 2.3099 0.3408 0.8683  1.319
135 H 1.8622 -1.5132 0.2361  0.361
136 H 0.9403 -0.2174 -0.6469  -0.397
137 H 2.7311 -0.5176 -0.8950  0.554
138 H 2.0573 1.2787 0.6236  -0.706

Cartesian forces (eV/Å) of the 6 atoms listed first:
C -2.1 0.7 -0.4
C -1.2 -0.5 0.5
C 0.2 -0.9 -1.4
C 2.0 0.2 -0.6
C 0.0 -0.1 1.6
C 0.0 -1.3 -0.2

Computed properties:
LUMO in eV: 0.413
Strongest force on any atom in eV/A: 2.58
E in eV: -62157.2331
SMILES string: CC1(C)CCCC(C)(C)N1O.CC1(C)CCCC(C)(C)N1O.CC1(C)CCCC(C)(C)N1O.CC1(C)CCCC(C)(C)N1O.CO.CO.CO
Gap between HOMO and LUMO in Ha: 0.31757